one | Formula: C4H12N2O2
Source: the OMol25 dataset
Level of theory: wB97M-V/def2-TZVPD

Geometry as XYZ:
```
20
Properties=species:S:1:pos:R:3:lowdin_charge:R:1
C 1.44444 0.39581 1.00028 -0.2395
N 1.02672 1.07812 2.21164 -0.0020
C 0.32323 0.29167 -0.04722 -0.3051
C -1.16526 0.39593 0.37284 -0.2150
O -1.75172 1.70366 0.35428 -0.0863
N 0.56262 -1.01262 -0.82225 -0.0261
C -0.18718 -1.13003 -2.08095 -0.3144
O -1.40901 -1.74198 -1.98161 -0.0477
H 1.70004 -0.64966 1.28333 0.1075
H 2.26010 0.90747 0.46035 0.1201
H 1.81773 1.34518 2.77395 0.0659
H 0.10564 1.01659 2.58404 0.0508
H 0.50648 1.08175 -0.79916 0.1337
H -1.35799 0.09349 1.41941 0.1146
H -1.75809 -0.19889 -0.32156 0.0974
H -1.02966 2.34847 0.16483 0.0959
H 0.29890 -1.70358 -0.10645 0.1096
H 0.47517 -1.77313 -2.70197 0.1178
H -0.20551 -0.10628 -2.48137 0.1293
H -1.65664 -2.34196 -1.28240 0.0937
```

## Properties
- spin multiplicity = 1
- M (u) = 120.152
- frontier orbital gap (eV) = 9.69
- structure (SMILES) = NC[C@H](CO)NCO

=====

two | Formula: C4H12N2O2
Source: the OMol25 dataset
Level of theory: wB97M-V/def2-TZVPD

Geometry as XYZ:
```
20
Properties=species:S:1:pos:R:3:lowdin_charge:R:1
C -1.25693 0.57592 -1.17749 -0.2343
C -2.30143 -0.47429 -0.98611 -0.0536
N -1.18596 1.64496 -0.39867 0.1071
H -1.65846 1.52593 0.49354 0.1232
H -0.15904 1.92637 -0.21791 0.0970
H -0.77763 0.67213 -2.14803 0.1366
H 0.09977 -0.21469 -0.66938 0.1128
H -2.08429 -1.35608 -1.58690 0.0853
H -3.27958 -0.08841 -1.29139 0.0899
H -2.34980 -0.76657 0.06471 0.0885
C 2.12665 -0.89244 -0.28896 -0.0133
C 0.95966 -0.00848 0.14630 -0.6247
N 0.69409 -0.14625 2.55431 0.0311
O 0.23300 -0.61423 1.27842 -0.1983
O 1.18718 1.25592 0.26462 -0.1205
H 0.89501 0.84625 2.41702 0.0658
H 1.59804 -0.59619 2.70739 0.0703
H 1.80647 -1.92491 -0.42782 0.0777
H 2.90047 -0.85883 0.48133 0.0784
H 2.55278 -0.50610 -1.21499 0.0811
```

## Properties
- spin multiplicity = 1
- M (u) = 120.152
- frontier orbital gap (eV) = 9.15

=====

What should be chosen as the most stable of them? Choose one.

=====

one | Formula: C4H12N2O2
Source: the OMol25 dataset
Level of theory: wB97M-V/def2-TZVPD

Geometry as XYZ:
```
20
Properties=species:S:1:pos:R:3:lowdin_charge:R:1
C 1.16005 -0.82631 0.34956 -0.4803
C 1.61259 0.05823 -0.79943 -0.0919
C 2.01661 -0.63626 1.59157 -0.0949
N -0.31695 -0.59834 0.66639 0.0282
H 1.21960 -1.87122 0.03116 0.1275
H -0.41484 0.20392 1.28788 0.0670
H -0.69127 -1.38474 1.19674 0.0736
H 3.05420 -0.92069 1.38299 0.0753
H 1.61380 1.11737 -0.52160 0.0738
H 0.97431 -0.08274 -1.67852 0.0692
H 2.63628 -0.19923 -1.09449 0.0765
H 1.66820 -1.27148 2.41249 0.0735
H 2.00698 0.40372 1.93388 0.0769
C -2.59791 0.68297 -0.68902 -0.7009
N -1.67384 1.63748 -0.98955 0.1627
O -2.80005 -0.10684 -1.76564 0.0805
O -3.39896 0.73667 0.22903 0.0461
H -3.60455 -0.60513 -1.52305 0.1284
H -1.35959 2.20384 -0.21653 0.1092
H -1.10464 1.45879 -1.80388 0.0996
```

## Properties
- spin multiplicity = 1
- M (u) = 120.152
- frontier orbital gap (eV) = 10.21
- structure (SMILES) = NC(=O)O.CC(C)N

=====

two | Formula: C4H12N2O2
Source: the OMol25 dataset
Level of theory: wB97M-V/def2-TZVPD

Geometry as XYZ:
```
20
Properties=species:S:1:pos:R:3:lowdin_charge:R:1
C 0.44623 -1.58690 0.67119 -0.2241
N -0.43608 -0.43295 0.56468 0.0669
C -0.08947 0.87978 0.41748 -0.6047
N 1.26240 1.15226 0.56498 0.1616
O -0.90292 1.76065 0.22570 0.0367
C 0.16702 -2.72418 -0.34302 -0.2257
C -1.28289 -3.10553 -0.37397 -0.1264
H 0.27936 -1.84914 1.73824 0.1257
H 1.52918 -1.45112 0.66201 0.1032
H -1.39448 -0.68239 0.43167 0.1210
H 1.96316 0.47292 0.79963 0.0748
H 1.45091 2.05877 0.93498 0.0975
H 0.44902 -2.19173 -1.26663 0.1157
H 0.92323 -3.47291 -0.10801 0.1087
H -1.91532 -2.77240 -1.19323 0.0741
H -1.55282 -4.16752 -0.26326 0.0752
H -1.86754 -2.75013 0.50109 0.0752
H 0.88194 3.63218 -2.23173 0.0471
H 0.07468 3.14416 -0.99401 -0.0256
O 0.68826 3.81248 -1.28784 -0.0767
```

## Properties
- spin multiplicity = 1
- M (u) = 120.152
- frontier orbital gap (eV) = 10.37
- structure (SMILES) = CCCNC(N)=O.O

=====

What should be chosen as the most stable of them? Choose one.

=====

one | Formula: C4H10N
Source: the OMol25 dataset
Level of theory: wB97M-V/def2-TZVPD

Geometry as XYZ:
```
15
Properties=species:S:1:pos:R:3:lowdin_charge:R:1
C -0.60384 1.51702 1.83439 -0.0194
C 0.44837 0.50016 1.70353 0.0502
C 0.22330 -0.66417 0.97813 -0.1060
C -0.70125 -0.83439 -0.00397 0.1884
N 0.67184 -0.83415 -2.93057 0.0311
H -0.22393 2.54438 1.81372 0.1141
H -1.23099 1.45284 2.73213 0.1337
H 1.32902 0.36404 2.31991 0.1387
H 1.61568 -1.19286 -2.88812 0.0230
H 0.73601 -1.57002 1.27590 0.1310
H -0.89211 -1.73954 -0.57695 0.0976
H -1.08765 -0.00037 -0.60013 0.0951
H 0.69293 0.16845 -2.80815 0.0147
H -1.29165 1.30438 1.00862 0.0821
H 0.31426 -1.01575 -3.85842 0.0258
```

## Properties
- spin multiplicity = 1
- charge = +1
- M (u) = 72.131
- frontier orbital gap (eV) = 6.76

=====

two | Formula: C4H10N
Source: the OMol25 dataset
Level of theory: wB97M-V/def2-TZVPD

Geometry as XYZ:
```
15
Properties=species:S:1:pos:R:3:lowdin_charge:R:1
C 1.32668 1.93079 -2.23163 0.1878
N 0.07684 1.95552 -2.47923 0.2102
H 1.77586 2.67923 -1.58744 0.1360
H 1.94725 1.11491 -2.57891 0.1303
H -0.38988 2.79464 -2.12166 0.1643
H -0.56878 1.18869 -2.64096 0.1701
C -0.82094 -1.95553 0.66091 -0.1192
C -0.72591 -0.76639 1.63253 -0.2447
C 0.11837 -0.77527 2.66529 -0.0138
H -1.28701 -1.65502 -0.26873 0.0466
H -1.34666 -2.78397 1.13426 0.0755
H 0.18092 -2.36260 0.49320 0.0681
H -1.17299 0.13305 1.22285 0.0728
H -0.03717 -0.00344 3.40876 0.0539
H 0.92342 -1.49462 2.69077 0.0621
```

## Properties
- spin multiplicity = 1
- charge = +1
- M (u) = 72.131
- frontier orbital gap (eV) = 5.60

=====

What should be chosen as the most stable of them? Choose one.